C6H12ClNO3 | the ωB97M-V functional and the def2-TZVPD basis

Structure (XYZ):
```
23
Properties=species:S:1:pos:R:3
C 0.753 0.716 -2.906
C 0.676 0.523 -1.317
O 1.747 1.269 -0.749
C -0.575 0.919 -0.774
Cl -1.824 -0.238 -0.687
N -0.788 2.238 -0.702
O 0.079 3.133 -0.953
O -2.019 2.597 -0.318
H 1.836 0.539 -3.058
H 0.688 1.741 -3.119
H -0.071 0.219 -3.512
H 0.821 -0.543 -1.068
H 1.393 2.067 -0.495
H -2.243 3.527 -0.540
C -0.362 -3.437 2.620
C 0.084 -2.434 1.825
C -0.014 -1.008 2.211
H -0.049 -4.446 2.344
H -0.652 -3.109 3.600
H 0.396 -2.537 0.838
H -0.540 -0.692 3.060
H 1.052 -0.761 2.309
H -0.388 -0.281 1.389
```

Values from the calculation:
Highest occupied orbital energy = -0.33658 Eh
Frontier orbital gap = 9.4720 eV
SMILES = C[C@@H](O)/C(Cl)=[N+](\[O-])O.C=CC
LUMO level = 0.31 eV
Total charge = 0

C2H6BrP | the ωB97M-V functional and the def2-TZVPD basis

Structure (XYZ):
```
10
Properties=species:S:1:pos:R:3
C 0.303 1.042 -0.114
C -0.605 -0.030 0.448
P -0.287 -1.769 -0.155
Br -2.439 0.246 -0.055
H 1.238 0.888 0.356
H 0.085 2.010 0.043
H 0.606 0.838 -1.071
H -0.419 -0.002 1.492
H 0.411 -1.619 -1.426
H 1.106 -1.604 0.482
```

Values from the calculation:
Highest occupied orbital energy = -0.36619 Eh
Frontier orbital gap = 10.8383 eV
LUMO level = 0.87 eV
Total charge = 0

C8H6O | the ωB97M-V functional and the def2-TZVPD basis

Structure (XYZ):
```
15
Properties=species:S:1:pos:R:3
C 1.056 -0.586 -2.993
C 0.398 0.636 -2.968
C 0.634 -0.875 -0.263
C 0.707 -0.862 -1.655
C 0.017 0.594 -1.608
C 0.045 0.445 -0.185
C -0.358 1.413 0.914
C -0.907 0.546 2.092
O -0.156 2.589 0.891
H 1.757 -1.013 -3.674
H 0.474 1.564 -3.671
H 0.778 -1.593 0.474
H -1.729 -0.024 1.777
H -1.245 1.137 2.851
H -0.126 -0.145 2.471
```

Values from the calculation:
Highest occupied orbital energy = -0.30601 Eh
Frontier orbital gap = 8.3415 eV
LUMO level = 0.01 eV
Total charge = 0

C8H13O4P | the ωB97M-V functional and the def2-TZVPD basis

Structure (XYZ):
```
26
Properties=species:S:1:pos:R:3
C -1.338 1.292 2.268
C -1.944 1.365 0.915
C -1.625 0.737 -0.220
P -0.279 -0.426 -0.631
C -0.713 -1.928 0.342
C 1.136 0.312 0.302
C -2.605 1.198 -1.252
O -2.909 0.719 -2.293
O -3.246 2.339 -0.750
C -3.114 2.253 0.621
O -3.869 2.771 1.374
H -0.864 0.324 2.427
H -2.101 1.442 3.032
H -0.581 2.071 2.387
H 0.219 -2.331 0.743
H -1.408 -1.766 1.168
H -1.134 -2.667 -0.339
H 1.917 0.494 -0.430
H 0.864 1.273 0.739
H 1.509 -0.353 1.079
C 3.566 -1.507 -2.261
O 3.665 -1.118 -0.895
H 2.863 -0.825 -2.734
H 4.528 -1.433 -2.773
H 3.182 -2.525 -2.364
H 4.281 -1.712 -0.457
```

Values from the calculation:
Highest occupied orbital energy = -0.32642 Eh
Frontier orbital gap = 8.2839 eV
SMILES = CC1=C(P(C)C)C(=O)OC1=O.CO
LUMO level = -0.60 eV
Total charge = 0

C46H50BrCl3GeN6O5S2W | the ωB97M-V functional and the def2-TZVPD basis

Structure (XYZ):
```
115
Properties=species:S:1:pos:R:3
W 0.933 0.047 -0.216
C 5.986 0.350 -0.779
C 4.738 1.226 -0.601
C 4.818 2.419 -1.556
C 4.573 1.682 0.825
C 5.694 2.183 1.464
C 5.654 2.649 2.766
C 4.479 2.551 3.504
C 3.322 2.071 2.939
C 2.137 1.853 3.868
C 1.613 3.164 4.468
C 2.521 0.895 5.005
C 3.327 1.701 1.536
N 2.102 1.478 0.933
C 1.159 2.491 1.283
O 1.466 3.648 1.392
C -0.241 2.033 1.535
C -1.093 2.941 2.129
C -2.389 2.573 2.379
C -2.764 1.292 2.051
C -1.861 0.379 1.517
N -0.564 0.746 1.255
C -2.512 -1.024 1.489
O -3.728 -1.028 1.645
N -1.785 -2.130 1.510
C -2.008 -3.399 1.843
C -1.444 -3.877 3.107
C -1.098 -5.205 3.191
C -1.381 -6.099 2.160
C -2.193 -5.708 1.097
C -2.616 -4.406 0.953
C -3.862 -4.195 0.105
C -5.031 -3.992 1.087
C -3.870 -3.131 -0.972
C -1.358 -3.047 4.387
C -0.082 -3.328 5.217
C -1.633 -1.545 4.309
H 5.917 -0.181 -1.730
H 6.893 0.955 -0.815
H 6.109 -0.378 0.023
H 3.864 0.640 -0.868
H 5.743 2.976 -1.390
H 4.805 2.068 -2.588
H 3.986 3.103 -1.419
H 6.623 2.232 0.914
H 6.544 3.063 3.221
H 4.476 2.852 4.543
H 1.334 1.368 3.312
H 2.317 3.551 5.206
H 1.469 3.932 3.711
H 0.664 2.989 4.978
H 3.222 1.370 5.691
H 1.633 0.622 5.577
H 2.988 -0.014 4.626
H -0.716 3.935 2.321
H -3.096 3.266 2.812
H -3.767 0.933 2.219
H -0.637 -5.582 4.094
H -1.063 -7.130 2.244
H -2.567 -6.456 0.410
H -4.024 -5.155 -0.393
H -4.930 -3.048 1.615
H -5.967 -3.970 0.527
H -5.087 -4.806 1.812
H -3.722 -2.132 -0.570
H -3.118 -3.335 -1.720
H -4.846 -3.140 -1.460
H -2.199 -3.453 4.961
H 0.392 -2.391 5.515
H -0.308 -3.874 6.132
H 0.650 -3.912 4.664
H -0.884 -1.009 3.723
H -2.617 -1.329 3.896
H -1.610 -1.144 5.324
O 5.312 -2.715 2.011
C 4.092 -2.179 1.855
C 3.131 -2.170 2.880
C 1.894 -1.607 2.651
N 1.642 -1.093 1.447
C 2.537 -1.098 0.491
Br 2.217 -0.179 -2.482
C 3.793 -1.629 0.613
H 5.439 -3.042 2.910
H 3.353 -2.600 3.848
H 1.123 -1.566 3.403
H 4.506 -1.645 -0.198
O -3.309 0.954 -1.959
C -3.068 0.248 -3.087
C -4.027 0.337 -4.092
C -3.864 -0.355 -5.274
C -2.743 -1.159 -5.479
C -1.804 -1.269 -4.478
C -1.955 -0.578 -3.271
C -0.981 -0.823 -2.205
O -0.743 0.092 -1.267
N -0.404 -1.958 -2.128
N 0.414 -2.108 -1.003
C 1.004 -3.261 -1.139
S 1.802 -4.090 0.157
C 2.736 -5.189 -0.936
C 1.809 -5.599 -2.061
S 0.869 -4.151 -2.628
H -2.497 1.050 -1.441
H -4.887 0.970 -3.920
H -4.609 -0.259 -6.053
H -2.613 -1.691 -6.410
H -0.923 -1.882 -4.611
H 3.058 -6.040 -0.338
H 3.611 -4.656 -1.306
H 1.110 -6.371 -1.742
H 2.376 -5.962 -2.918
Cl -1.341 3.305 -1.057
Ge 0.599 2.430 -1.677
Cl 0.049 2.101 -3.745
Cl 1.816 4.200 -1.805
```

Values from the calculation:
Highest occupied orbital energy (alpha / beta) = -0.36994 / -0.37058 Eh
Frontier orbital gap (alpha / beta) = 6.7341 / 4.3548 eV
Multiplicity = 4
LUMO level (alpha / beta) = -3.33 / -5.73 eV
Total charge = +1

C4H8O2 | the ωB97M-V functional and the def2-TZVPD basis

Structure (XYZ):
```
14
Properties=species:S:1:pos:R:3
C 0.173 1.583 -0.977
C 0.172 0.251 -1.009
C -0.987 -0.626 -0.611
C -0.549 -1.656 0.421
O -0.371 -2.819 0.147
H 1.037 2.157 -1.306
H -0.702 2.144 -0.655
H 1.059 -0.278 -1.359
H -1.359 -1.176 -1.483
H -1.796 -0.009 -0.201
H -0.355 -1.260 1.435
O 0.972 0.538 2.168
H 0.833 0.958 1.307
H 1.873 0.194 2.122
```

Values from the calculation:
Highest occupied orbital energy = -0.35537 Eh
Frontier orbital gap = 10.4841 eV
SMILES = C=CCC=O.O
LUMO level = 0.81 eV
Total charge = 0

C17H14Br2N3O7Ti | the ωB97M-V functional and the def2-TZVPD basis

Structure (XYZ):
```
44
Properties=species:S:1:pos:R:3
Ti 0.414 0.692 0.193
N 0.152 0.565 2.393
C -1.267 0.628 2.794
C -2.180 1.055 1.649
O -3.378 1.231 1.851
N -1.540 1.169 0.472
C -2.319 1.500 -0.702
C -1.419 1.394 -1.930
O -1.847 1.509 -3.059
O -0.154 1.189 -1.630
H 0.545 -0.341 2.635
H 0.727 1.272 2.855
H -1.415 1.310 3.632
H -1.600 -0.361 3.110
H -2.733 2.513 -0.657
H -3.169 0.824 -0.827
O 6.657 -0.210 -0.015
C 5.322 0.048 0.007
C 4.522 -0.135 -1.129
C 3.183 0.139 -1.028
N 2.620 0.573 0.119
C 3.391 0.740 1.183
Br 2.770 2.648 2.899
C 4.754 0.504 1.180
H 6.904 -0.525 -0.891
H 4.941 -0.483 -2.065
H 2.513 0.011 -1.872
H 5.353 0.677 2.063
Br 0.027 -2.267 -2.743
C -1.630 -2.047 -1.840
C -2.758 -1.943 -2.641
C -4.010 -1.840 -2.058
C -4.136 -1.861 -0.676
C -3.004 -1.967 0.111
C -1.732 -2.043 -0.452
C -0.568 -1.997 0.512
O -0.651 -2.542 1.598
O 0.446 -1.280 0.125
H -2.644 -1.925 -3.715
H -4.883 -1.732 -2.688
H -5.109 -1.770 -0.210
H -3.078 -1.963 1.191
O 1.060 4.067 0.021
C 0.925 2.973 0.234
```

Values from the calculation:
Highest occupied orbital energy (alpha / beta) = -0.17373 / -0.22675 Eh
Frontier orbital gap (alpha / beta) = 6.9488 / 8.3526 eV
Multiplicity = 3
LUMO level (alpha / beta) = 2.22 / 2.18 eV
Total charge = -1

C5H5N | the ωB97M-V functional and the def2-TZVPD basis

Structure (XYZ):
```
11
Properties=species:S:1:pos:R:3
C -0.069 1.244 -1.785
C 0.806 0.458 -1.204
C -1.260 -1.071 0.603
C 1.439 0.023 -0.046
C -0.435 0.902 -0.287
N -1.402 0.080 0.077
H -2.160 -1.720 0.867
H -0.149 -1.382 0.911
H 1.526 -1.068 0.064
H 2.164 0.670 0.455
H -0.460 1.863 0.344
```

Values from the calculation:
Highest occupied orbital energy (alpha / beta) = -0.21200 / -0.36097 Eh
Frontier orbital gap (alpha / beta) = 6.3872 / 7.2501 eV
Multiplicity = 3
LUMO level (alpha / beta) = 0.62 / -2.57 eV
Total charge = 0

Relative energy (zero: lowest compared OMol25 entry of this formula, charge and spin): 6.4; 45.6; 126.1; 16.1; 44.8; 39.1; 0.0; 109.6 (kcal per mole)